Record 1
The following is a DFT calculation (ωB97M-V with the def2-TZVPD basis set) of a structure of composition C24H34F4N4PdSeSi in a non-equilibrium geometry.

Output
Orbital gap (spin up / spin down) = 7.3 / 5.4 eV
<S²> = 2.011
Spin multiplicity = 3
Energy relative to the best compared isomer or geometry (same formula, charge and spin) = 0.898 eV
Charge = 0

Positions of all 69 atoms, in Å:
Pd: 0.15 -0.41 0.45
C: 2.14 -3.15 1.15
C: 2.11 -2.29 2.40
N: 2.09 -0.86 2.07
C: 3.33 -0.38 1.44
C: 4.64 -0.60 2.21
C: 1.66 -0.08 3.22
C: 1.27 1.39 2.93
N: 0.53 1.53 1.70
C: -0.09 2.68 1.45
C: -0.78 2.83 0.21
F: -0.72 1.77 -0.66
C: -1.48 3.96 -0.16
F: -2.12 4.00 -1.34
C: -1.54 5.06 0.68
C: -0.84 4.98 1.88
F: -0.85 6.05 2.70
C: -0.15 3.85 2.27
F: 0.49 3.91 3.46
H: 1.88 -4.17 1.40
H: 3.12 -3.15 0.67
H: 1.39 -2.75 0.44
H: 2.96 -2.54 3.06
H: 1.19 -2.51 2.94
H: 3.19 0.68 1.24
H: 3.42 -0.88 0.47
H: 4.58 -0.23 3.23
H: 5.43 -0.06 1.70
H: 4.91 -1.65 2.23
H: 2.42 -0.06 4.02
H: 0.78 -0.58 3.63
H: 2.18 2.01 2.87
H: 0.70 1.72 3.80
H: -2.08 5.95 0.40
C: -3.12 1.18 1.83
N: -2.87 0.51 0.58
C: -2.08 -0.58 0.39
Se: -1.47 -1.72 1.74
N: -2.26 -1.00 -0.91
C: -3.11 -0.13 -1.56
C: -3.58 -0.10 -2.86
C: -4.46 0.92 -3.18
C: -4.85 1.87 -2.24
C: -4.38 1.84 -0.94
C: -3.50 0.83 -0.61
H: -2.34 0.90 2.55
H: -4.10 0.89 2.23
H: -3.10 2.26 1.68
H: -1.75 -1.76 -1.33
H: -3.28 -0.84 -3.58
H: -4.86 0.97 -4.18
H: -5.54 2.65 -2.54
H: -4.70 2.59 -0.22
C: 2.38 -3.58 -2.14
Si: 1.17 -2.21 -2.70
C: -0.50 -3.10 -3.04
C: 1.84 -1.60 -4.39
C: 0.97 -0.71 -1.58
H: 2.60 -4.23 -2.98
H: 1.97 -4.20 -1.35
H: 3.32 -3.17 -1.79
H: -0.35 -3.90 -3.76
H: -1.24 -2.43 -3.48
H: -0.92 -3.55 -2.15
H: 1.91 -2.42 -5.10
H: 2.84 -1.18 -4.29
H: 1.21 -0.83 -4.83
H: 0.31 0.03 -2.08
H: 1.94 -0.23 -1.36

=====

Record 2
The following is a DFT calculation (ωB97M-V with the def2-TZVPD basis set) of the molecule C5H7P in a non-equilibrium geometry.

Output
Orbital gap (spin up / spin down) = 8.0 / 8.2 eV
Energy relative to the best compared isomer or geometry (same formula, charge and spin) = 5.276 eV
Charge = 0

Positions of all 13 atoms, in Å:
C: -0.90 -1.50 -0.27
C: 2.27 -0.77 0.79
C: -0.45 -0.30 -0.08
C: 0.68 0.21 -1.01
C: -1.21 0.65 0.84
P: 2.40 0.45 -0.21
H: -0.43 -2.41 -0.73
H: 2.57 -1.49 1.51
H: 0.75 -0.61 -1.86
H: 0.45 1.09 -1.56
H: -2.22 0.22 0.73
H: -1.24 1.73 0.42
H: -0.93 0.57 1.86

=====

Record 3
The following is a DFT calculation (ωB97M-V with the def2-TZVPD basis set) of a structure of composition C22H24BrN4O2ReS2SbSe4 in a non-equilibrium geometry.

Output
Orbital gap (spin up / spin down) = 5.2 / 5.5 eV
<S²> = 3.783
Spin multiplicity = 4
Energy relative to the best compared isomer or geometry (same formula, charge and spin) = 0.000 eV
Charge = -2

Positions of all 61 atoms, in Å:
Re: 10.85 12.99 11.63
Se: 6.73 11.80 14.70
Sb: 7.39 12.43 12.38
Se: 8.91 14.53 12.10
Se: 9.25 11.05 11.50
Se: 5.66 12.67 10.73
S: 12.13 15.01 11.52
C: 12.95 15.02 13.05
N: 14.10 14.38 13.26
C: 14.53 14.12 14.63
C: 14.33 15.30 15.51
C: 12.85 15.77 15.41
N: 12.35 15.66 14.04
H: 14.37 13.75 12.44
H: 15.53 13.82 14.44
H: 13.97 13.26 15.02
H: 15.05 16.15 15.27
H: 14.39 15.11 16.61
H: 12.71 16.75 15.90
H: 12.15 15.16 15.98
H: 11.40 15.96 13.86
Br: 14.87 6.84 15.18
C: 14.38 8.13 13.79
C: 15.45 8.87 13.24
C: 15.10 9.92 12.42
C: 13.77 10.24 12.12
C: 12.75 9.44 12.63
C: 13.01 8.32 13.40
C: 13.61 11.49 11.37
O: 14.56 12.34 11.42
O: 12.52 11.66 10.75
H: 16.47 8.51 13.37
H: 15.84 10.46 11.87
H: 11.76 9.70 12.28
H: 12.27 7.76 13.89
S: 11.53 12.39 13.68
C: 9.45 13.66 6.50
C: 10.76 13.71 6.93
C: 11.16 13.57 8.23
N: 10.21 13.26 9.15
C: 8.91 13.06 8.74
C: 8.48 13.26 7.45
H: 9.18 13.91 5.48
H: 11.50 13.97 6.19
H: 12.14 13.63 8.61
H: 8.25 12.81 9.54
H: 7.43 13.01 7.25
N: 11.31 8.79 9.21
C: 11.66 7.57 9.79
C: 12.89 6.96 9.51
C: 13.25 5.79 10.20
C: 12.37 5.16 11.10
C: 11.13 5.75 11.35
C: 10.82 6.96 10.79
H: 10.66 9.37 9.76
H: 11.96 9.23 8.57
H: 13.60 7.38 8.80
H: 14.20 5.37 10.03
H: 12.75 4.21 11.61
H: 10.37 5.28 11.88
H: 9.86 7.43 11.01

=====

Record 4
The following is a DFT calculation (ωB97M-V with the def2-TZVPD basis set) of the molecule HNO3S3 in a non-equilibrium geometry.

Output
Orbital gap (spin up / spin down) = 7.9 / 7.9 eV
Energy relative to the best compared isomer or geometry (same formula, charge and spin) = 0.801 eV
Charge = 0

Positions of all 8 atoms, in Å:
N: 1.00 0.06 -0.08
O: -1.30 -0.35 0.96
O: -2.48 1.20 -0.70
O: 2.59 -1.78 0.31
S: 0.42 1.45 -0.63
S: -1.56 1.14 0.42
S: 2.37 -0.65 -0.49
H: -1.04 -1.07 0.21

=====

Total energy readings, ordered: -118972.1411; -14580.4215; -395030.5441; -40151.7455 eV